113
Properties=species:S:1:pos:R:3:forces:R:3 method="wB97M-V/def2-TZVPD" gap_ev=7.12 total_charge=+1
C 3.565 -2.428 -1.406 -0.75 0.15 -0.65
C 2.023 -1.926 -1.583 1.73 -1.43 0.37
N 1.954 -0.524 -2.155 -1.52 -1.28 -1.27
C 0.544 -0.025 -1.895 -0.78 0.52 -0.58
C 0.481 1.209 -0.841 0.27 0.31 0.24
C -0.610 1.017 0.316 -1.59 -1.06 0.60
N -1.674 0.053 0.164 1.17 3.63 4.55
C -2.471 0.107 1.383 0.76 1.55 1.25
C -3.699 -0.907 1.479 0.96 0.25 -0.13
C -5.004 -0.328 2.217 -0.58 -1.38 -0.11
C -6.341 -0.814 1.414 0.84 0.05 0.50
C -6.326 -2.387 1.072 -0.86 -0.84 0.53
N -6.131 -2.685 -0.381 -0.43 0.47 -0.42
C -6.115 -4.152 -0.668 -0.30 -0.63 -1.22
C -7.274 -2.156 -1.203 -2.90 -0.46 0.38
C -6.923 -1.159 -2.408 0.80 0.08 0.32
O -8.452 -2.504 -0.934 4.18 1.49 -1.06
C -1.920 1.157 2.364 -1.30 -3.69 -4.21
C -2.502 1.498 3.812 0.57 0.25 -0.31
C -3.374 2.848 3.887 -0.58 -0.32 0.73
S -2.911 4.150 2.648 -1.09 0.11 -0.82
C -3.920 4.010 1.121 0.70 -0.36 -3.15
N -3.322 4.119 -0.196 -2.56 -0.78 4.76
N -4.318 3.945 -1.119 -4.43 -0.54 4.39
C -5.512 3.746 -0.364 2.79 0.53 -1.37
O -5.332 3.801 1.064 3.26 0.25 -3.71
N -0.763 1.656 1.610 -1.00 -2.21 -2.33
I 0.587 3.073 2.236 -0.36 -0.49 -0.17
C 2.254 -0.544 -3.610 0.79 -1.34 -2.54
C 2.234 0.849 -4.453 -0.79 -1.30 1.32
O 2.570 -1.580 -4.263 -1.08 3.21 3.06
H 4.080 -1.929 -0.515 -0.89 -0.86 -1.24
H 4.142 -2.165 -2.358 -0.80 -0.42 1.40
H 3.562 -3.579 -1.311 0.12 1.96 0.11
H 1.495 -2.693 -2.258 0.59 1.30 0.78
H 1.530 -1.995 -0.555 0.57 0.53 -1.39
H 0.040 0.358 -2.865 0.95 -0.67 1.51
H -0.064 -0.943 -1.568 0.82 1.47 -0.33
H 0.263 2.163 -1.459 0.09 -1.48 1.31
H 1.543 1.360 -0.414 -1.78 -0.35 -0.37
H -1.905 -0.582 -0.610 0.50 0.68 0.43
H -3.941 -1.233 0.397 0.20 0.60 1.61
H -3.316 -1.869 1.999 -0.64 1.63 -0.74
H -5.077 -0.857 3.246 0.26 1.28 -1.47
H -4.990 0.816 2.317 0.02 -1.77 -0.11
H -7.236 -0.610 2.101 1.23 -0.07 -1.30
H -6.366 -0.186 0.456 -0.34 -0.97 1.27
H -7.331 -2.879 1.380 1.47 0.96 -0.22
H -5.516 -2.979 1.646 -1.12 1.13 -0.88
H -5.157 -4.677 -0.329 -1.44 0.91 -0.16
H -7.078 -4.655 -0.291 1.51 0.54 -0.28
H -6.146 -4.258 -1.823 0.13 0.08 1.83
H -7.185 -0.075 -2.094 0.25 -1.85 -0.43
H -7.462 -1.405 -3.382 0.45 0.22 1.59
H -5.791 -1.175 -2.626 -1.78 -0.08 0.48
H -3.172 0.654 4.234 1.38 1.12 -1.07
H -1.619 1.609 4.534 -1.25 -0.21 -1.04
H -4.509 2.686 3.843 1.73 0.00 -0.07
H -3.172 3.310 4.930 -0.32 -0.50 -1.86
H -6.533 3.559 -0.830 1.60 0.33 1.13
H 3.332 1.082 -4.686 -1.76 -0.20 0.30
H 1.630 0.599 -5.408 1.18 0.58 1.54
H 1.726 1.648 -3.804 1.08 -1.13 -1.47
C 0.771 6.440 -2.000 -0.09 0.88 0.05
C -0.254 5.444 -1.550 -0.99 0.52 0.63
O 0.102 4.271 -2.255 0.63 -0.23 -0.38
C 1.419 4.374 -2.562 0.46 -0.05 -0.21
O 2.071 3.471 -3.002 -0.25 0.68 0.44
O 1.894 5.619 -2.300 -0.12 -0.89 -0.18
H 1.018 7.169 -1.226 0.16 -0.14 -0.12
H 0.466 6.974 -2.904 0.06 -0.08 0.04
H -0.197 5.236 -0.479 -0.02 0.03 -0.01
H -1.270 5.754 -1.797 0.08 -0.26 0.00
C 2.519 -6.877 -3.645 0.65 -0.32 -0.50
C 1.677 -5.648 -3.803 0.13 0.70 -0.64
O 0.569 -5.903 -2.951 0.08 -0.41 0.41
C 0.983 -6.803 -2.017 -0.48 -0.40 0.94
O 0.350 -7.109 -1.046 0.51 0.32 -0.81
O 2.210 -7.308 -2.326 -0.61 0.31 0.19
H 3.585 -6.669 -3.746 -0.10 -0.11 0.19
H 2.243 -7.668 -4.349 -0.01 0.05 0.06
H 2.188 -4.744 -3.458 0.00 -0.05 -0.04
H 1.348 -5.499 -4.833 -0.13 0.02 0.18
C 6.177 3.658 -4.357 -0.22 -0.37 -0.69
C 5.388 4.477 -3.382 -0.93 0.21 -0.02
O 6.245 4.545 -2.251 0.53 -0.16 -0.15
C 7.516 4.345 -2.700 1.07 0.18 0.64
O 8.500 4.503 -2.036 -0.88 -0.15 -0.56
O 7.522 3.944 -4.001 -0.03 0.22 0.55
H 5.981 3.939 -5.393 0.22 -0.02 0.09
H 6.001 2.584 -4.241 0.02 0.05 0.03
H 5.200 5.492 -3.745 0.05 -0.05 0.00
H 4.437 4.012 -3.120 0.15 0.10 0.12
C 7.468 -2.359 2.434 0.74 0.39 0.32
C 6.093 -2.524 3.007 -0.29 0.17 0.78
O 5.311 -2.866 1.872 0.26 -0.11 -0.38
C 6.159 -3.403 0.949 -0.12 -0.66 -1.07
O 5.806 -3.949 -0.056 0.34 0.44 0.94
O 7.458 -3.239 1.319 -0.65 -0.10 -0.10
H 8.251 -2.638 3.142 -0.01 -0.08 -0.22
H 7.655 -1.342 2.080 -0.03 -0.06 0.01
H 6.037 -3.340 3.734 0.02 0.03 -0.07
H 5.723 -1.609 3.473 -0.11 -0.11 -0.16
C 1.149 -0.152 6.747 0.75 -0.45 -0.53
C 1.262 0.279 8.176 0.63 -0.14 0.61
O 0.176 1.186 8.319 -0.54 -0.12 -0.60
C -0.739 0.870 7.363 -0.82 0.48 0.32
O -1.845 1.329 7.303 0.81 -0.28 -0.15
O -0.239 -0.034 6.480 -0.35 0.32 0.25
H 1.489 -1.178 6.592 -0.21 0.08 -0.07
H 1.694 0.509 6.066 -0.02 -0.01 0.05
H 1.127 -0.551 8.875 -0.03 0.07 -0.06
H 2.212 0.772 8.391 -0.22 0.10 0.05

77
Properties=species:S:1:pos:R:3:forces:R:3 method="wB97M-V/def2-TZVPD" multiplicity=2 s2=0.755 gap_ev="3.40 / 3.20" total_charge=+3
Zr -0.194 -2.576 0.688 1.72 5.38 -3.79
C 1.992 -0.601 -2.510 0.41 -0.17 0.83
C 3.005 -0.174 -1.407 0.40 -0.20 -1.64
C 3.568 1.230 -1.924 -0.18 -0.14 0.99
C 4.325 2.011 -0.832 -1.23 -0.68 -1.17
C 3.418 2.155 0.382 0.42 0.24 -0.55
C 2.819 0.832 0.949 -0.25 1.00 1.89
N 2.301 -0.103 -0.100 0.61 -2.28 0.66
O 1.694 -1.378 0.311 -0.64 1.76 -0.14
C 1.604 1.202 1.809 -0.55 -0.11 -0.70
C 3.858 0.246 1.965 -0.12 -0.22 -1.59
C 4.250 -1.154 -1.258 -0.15 0.13 0.45
H 1.109 0.036 -2.467 -0.05 0.02 0.11
H 1.699 -1.642 -2.375 0.01 0.03 -0.31
H 2.447 -0.407 -3.482 0.03 -0.38 0.05
H 2.759 1.815 -2.362 -0.35 0.12 0.45
H 4.183 1.040 -2.803 0.22 -0.44 0.23
H 4.566 3.000 -1.223 0.22 -0.06 0.13
H 5.245 1.472 -0.605 0.08 0.20 0.21
H 2.636 2.906 0.274 -0.29 -0.21 -0.70
H 4.079 2.675 1.074 -0.25 -0.66 0.99
H 1.731 2.157 2.321 0.28 -0.12 -0.03
H 1.395 0.427 2.546 -0.17 -0.02 -0.07
H 0.792 1.315 1.091 -0.45 0.05 0.42
H 4.845 0.434 1.541 0.14 -0.45 0.26
H 3.638 -0.816 2.072 0.35 0.06 0.52
H 3.758 0.845 2.870 -0.01 -0.36 0.02
H 4.921 -1.020 -2.107 -0.26 0.10 -0.12
H 4.059 -2.222 -1.147 -0.72 0.07 -0.30
H 4.850 -0.947 -0.372 -0.08 0.48 0.02
C -2.111 0.212 -1.935 0.69 -0.39 0.73
C -1.436 -0.795 -0.971 -1.28 0.38 -0.71
O -1.260 -0.741 0.305 0.31 0.89 1.95
O -1.071 -1.916 -1.353 1.24 -2.76 -0.92
H -1.392 0.756 -2.548 0.60 0.17 0.48
H -2.750 0.932 -1.423 0.04 -0.21 0.14
H -2.632 -0.298 -2.746 -0.37 -0.57 0.52
C -1.835 0.375 5.182 -0.36 -1.59 1.92
C -0.898 -0.658 5.971 -0.40 2.53 0.61
O -0.563 -1.608 5.007 -0.73 -0.63 -5.08
C -0.969 -1.166 3.774 0.38 1.86 2.08
O -0.691 -1.716 2.681 0.30 -1.34 -0.31
O -1.588 0.038 3.804 1.47 -2.68 -0.50
H -1.667 1.431 5.394 0.22 -0.25 -0.27
H -2.868 0.092 5.383 -0.09 0.41 -0.08
H -1.319 -1.201 6.817 -0.26 0.45 -0.09
H 0.023 -0.145 6.248 0.01 -0.18 0.28
C -6.935 2.627 -0.826 -0.71 0.20 -0.84
C -5.852 2.077 -1.676 1.40 0.92 -1.79
O -6.261 0.772 -1.985 4.38 -0.75 -1.46
C -7.427 0.473 -1.525 -0.69 0.50 0.04
O -7.932 -0.579 -1.651 -0.98 -1.31 0.20
O -7.917 1.570 -1.003 -1.91 1.87 2.70
H -7.359 3.517 -1.290 -0.07 -0.04 0.29
H -6.570 2.896 0.165 -0.76 -0.68 0.41
H -4.824 2.144 -1.318 -0.17 -0.58 0.77
H -5.751 2.641 -2.603 -0.38 -0.05 -0.31
C 2.831 -5.797 -2.895 -0.77 -2.12 -0.31
C 1.469 -6.476 -3.026 0.69 -1.00 -0.65
O 0.631 -5.757 -2.133 -0.99 1.10 1.03
C 1.240 -4.679 -1.760 -0.27 -0.89 -0.42
O 0.711 -3.869 -0.957 0.00 0.50 1.34
O 2.416 -4.571 -2.316 0.51 2.53 1.33
H 3.279 -5.722 -3.887 0.21 0.68 0.38
H 3.446 -6.390 -2.219 0.38 0.64 0.12
H 1.461 -7.478 -2.595 -0.03 -0.18 -0.97
H 1.140 -6.317 -4.053 -0.63 -0.65 0.24
C -1.784 2.513 1.362 1.22 -1.19 0.22
C -0.857 3.421 0.651 -0.21 1.03 -1.19
O -1.793 4.335 0.148 1.80 3.47 -0.72
C -2.987 3.856 0.032 -3.00 2.41 0.15
O -3.943 4.500 -0.365 1.73 -2.26 0.34
O -2.976 2.650 0.612 -1.04 -2.03 0.59
H -1.860 2.786 2.414 -0.60 -0.03 -0.03
H -1.323 1.532 1.245 -0.90 -0.43 0.39
H -0.489 3.014 -0.291 0.94 -0.66 0.34
H -0.111 3.961 1.234 -0.03 -0.21 -0.09

100
Properties=species:S:1:pos:R:3:forces:R:3 method="wB97M-V/def2-TZVPD" gap_ev=6.88 total_charge=+1
C -3.608 1.795 7.861 -0.11 -0.37 -0.33
C -4.539 0.617 7.590 0.16 0.40 0.45
O -4.308 -0.047 6.336 0.07 -0.06 -0.09
C -4.749 0.651 5.237 -0.10 0.22 0.07
N -3.948 0.068 4.117 -0.18 0.02 0.37
O -4.245 0.737 2.939 -0.08 -0.08 -0.04
C -3.465 0.197 1.835 0.48 0.31 -0.17
C -2.013 0.681 1.817 -0.27 -0.49 -0.23
C -1.074 -0.313 2.495 -0.17 0.24 0.19
C -1.637 0.981 0.342 0.38 0.55 -0.03
C -1.981 2.436 0.023 -0.18 -0.50 -0.16
C -0.168 0.742 -0.020 -0.57 -0.32 0.39
H -2.684 1.443 8.302 0.17 0.07 0.13
H -4.113 2.479 8.530 0.07 0.18 0.28
H -3.347 2.357 6.968 -0.09 0.09 -0.17
H -5.580 0.919 7.683 -0.20 -0.03 -0.30
H -4.366 -0.135 8.346 -0.05 -0.31 0.02
H -4.522 1.714 5.247 0.14 0.16 0.04
H -5.809 0.530 5.015 -0.07 -0.24 -0.13
H -2.961 0.168 4.381 0.06 -0.06 -0.17
H -4.175 -0.933 4.028 0.05 -0.03 -0.09
H -3.538 -0.889 1.852 -0.08 -0.20 -0.04
H -3.971 0.571 0.956 -0.40 0.09 -0.01
H -2.017 1.631 2.348 0.18 0.20 0.17
H -1.450 -0.682 3.451 -0.02 -0.04 0.10
H -0.918 -1.184 1.873 0.08 -0.23 -0.14
H -0.120 0.154 2.703 0.28 -0.05 -0.02
H -2.233 0.361 -0.328 -0.13 -0.29 0.07
H -1.899 2.584 -1.048 0.07 0.23 -0.15
H -3.000 2.682 0.306 -0.16 0.16 0.13
H -1.285 3.094 0.531 0.06 0.25 0.09
H 0.042 -0.321 -0.043 0.21 -0.19 -0.13
H 0.013 1.163 -1.001 0.23 0.05 -0.15
H 0.500 1.190 0.708 0.15 0.25 -0.01
C -5.790 -2.418 2.533 0.07 0.20 0.14
C -5.864 -2.777 1.055 -0.06 0.04 0.01
N -5.713 -4.194 0.814 0.11 -0.04 -0.01
C -5.506 -4.516 -0.591 0.11 0.00 -0.18
C -6.643 -4.220 -1.576 0.02 -0.07 -0.02
C -6.634 -5.059 1.537 -0.12 -0.07 0.17
C -8.139 -4.844 1.329 0.00 -0.08 0.02
H -4.858 -2.793 2.974 -0.03 -0.14 -0.02
H -5.824 -1.328 2.644 -0.12 -0.02 -0.07
H -6.624 -2.824 3.103 0.01 -0.02 0.02
H -5.048 -2.266 0.535 -0.03 -0.05 -0.10
H -6.798 -2.364 0.643 0.01 0.05 0.04
H -5.240 -5.573 -0.660 -0.04 -0.02 0.07
H -4.616 -3.970 -0.920 -0.01 0.05 0.06
H -7.456 -4.938 -1.490 -0.04 0.04 0.04
H -6.265 -4.288 -2.597 0.01 0.00 0.01
H -7.053 -3.218 -1.448 0.00 0.01 0.01
H -6.417 -4.966 2.605 0.02 0.05 -0.01
H -6.381 -6.093 1.294 0.04 0.03 -0.09
H -8.412 -3.787 1.343 0.01 0.01 0.00
H -8.693 -5.332 2.133 0.01 -0.01 0.00
H -8.490 -5.272 0.393 0.00 0.07 -0.04
C 3.378 1.817 -0.654 0.05 -0.04 0.03
C 3.097 2.206 -2.097 0.12 -0.12 0.05
N 2.800 3.614 -2.271 -0.18 0.06 0.01
C 2.267 3.926 -3.588 -0.12 0.00 -0.12
C 3.172 3.708 -4.807 -0.04 0.06 -0.04
C 3.800 4.534 -1.756 0.14 0.07 0.16
C 5.224 4.423 -2.313 0.05 0.11 0.02
H 2.550 2.105 -0.004 0.03 0.08 -0.01
H 3.504 0.735 -0.586 0.00 0.00 0.01
H 4.292 2.273 -0.271 0.00 0.00 -0.01
H 2.222 1.640 -2.431 0.00 0.05 -0.13
H 3.940 1.868 -2.721 -0.02 -0.05 0.00
H 1.924 4.964 -3.580 0.06 0.02 0.05
H 1.364 3.322 -3.722 0.03 -0.06 0.05
H 3.936 4.478 -4.892 0.05 -0.03 0.03
H 2.572 3.751 -5.718 -0.01 0.00 0.01
H 3.664 2.734 -4.787 0.00 -0.01 0.02
H 3.844 4.413 -0.670 -0.01 -0.08 -0.02
H 3.433 5.552 -1.906 -0.06 -0.03 -0.10
H 5.556 3.387 -2.396 -0.02 -0.01 0.00
H 5.922 4.935 -1.647 -0.01 0.00 0.01
H 5.317 4.891 -3.291 0.01 -0.08 -0.05
C 7.894 1.595 -3.789 -0.01 0.02 -0.01
C 7.186 0.612 -2.870 0.15 0.06 0.03
N 6.490 -0.448 -3.576 -0.15 0.01 0.00
C 5.614 -1.225 -2.717 -0.14 -0.02 0.11
C 6.251 -2.045 -1.587 -0.10 -0.07 0.01
C 7.296 -1.208 -4.517 0.11 -0.01 -0.20
C 8.547 -1.921 -3.987 -0.02 -0.06 -0.05
H 7.197 2.036 -4.504 -0.01 -0.05 -0.02
H 8.327 2.402 -3.196 0.00 0.00 0.01
H 8.709 1.128 -4.343 0.00 0.01 0.00
H 6.445 1.168 -2.287 -0.07 -0.12 0.04
H 7.919 0.221 -2.146 0.00 0.05 0.02
H 5.015 -1.893 -3.343 0.08 0.00 -0.09
H 4.894 -0.530 -2.270 0.08 0.08 0.00
H 6.742 -2.942 -1.960 0.07 0.03 -0.01
H 5.475 -2.373 -0.891 0.00 0.01 -0.01
H 6.976 -1.465 -1.016 0.01 0.02 -0.01
H 7.601 -0.531 -5.318 0.00 0.05 0.05
H 6.644 -1.938 -5.004 -0.06 -0.01 0.08
H 9.122 -1.291 -3.307 -0.01 0.02 0.00
H 9.202 -2.179 -4.821 -0.01 0.01 -0.01
H 8.305 -2.848 -3.471 0.01 0.03 0.08

| no. | largest force on an atom (eV Å⁻¹) |
| --- | --- |
| 1 | 6.27 |
| 2 | 6.81 |
| 3 | 0.76 |